Entry from the OMol25 dataset: a cluster of 9 separate species, C45H116N8O15 in total at a distorted geometry (the ωB97M-V functional and the def2-TZVPD basis).

Last column: Mulliken charge in e.
Cartesian coordinates (Å):
C -3.368624 -1.295218 2.429328  -0.709
O -2.134947 -1.647963 1.979764  -0.266
C -2.047520 -1.583685 0.540269  -0.800
C -0.487880 -1.599221 0.304075  0.593
C 0.323516 -0.400458 0.757533  -1.332
N -0.098246 -1.948781 -1.049291  -0.704
H -4.060417 -2.124242 2.280214  0.264
H -3.676229 -0.418985 1.858627  0.318
H -3.269209 -1.025854 3.480832  0.228
H -2.527598 -2.503226 0.205516  0.355
H -2.523963 -0.650204 0.240749  0.439
H -0.234006 -2.533800 0.804282  0.088
H 0.430504 0.345067 -0.030394  0.345
H 1.336862 -0.755848 0.944424  0.319
H 0.017729 0.313815 1.521998  0.334
H -0.114252 -1.174186 -1.697260  0.257
H 0.885913 -2.138145 -0.924062  0.272
C -1.169072 -6.987162 5.500674  -0.612
O 0.242696 -7.185263 5.110945  -0.385
C 0.508896 -6.820890 3.760268  -0.627
C -0.209086 -7.891234 2.899349  0.627
C 0.273378 -9.310478 3.023540  -1.335
N -0.164974 -7.471871 1.482044  -0.689
H -1.709299 -7.857947 5.129217  0.233
H -1.515105 -6.052572 5.059196  0.285
H -1.232989 -7.022800 6.588217  0.237
H 0.313441 -5.765028 3.573030  0.288
H 1.570752 -6.932177 3.540772  0.319
H -1.282129 -7.886034 3.090806  0.116
H -0.258849 -10.007867 2.376637  0.383
H 0.204934 -9.668121 4.050913  0.327
H 1.323543 -9.358540 2.735539  0.359
H 0.682150 -7.901657 1.138916  0.284
H -0.124168 -6.496888 1.221590  0.192
C 4.242312 5.398736 1.118435  -0.783
O 3.009598 6.092090 1.126523  -0.271
C 3.069341 7.270469 1.821932  -0.415
C 1.690943 7.987172 1.873934  -0.918
N 1.040562 8.449421 0.634031  -0.413
C 1.774383 9.399241 -0.173161  -0.644
C 0.990164 10.019754 -1.351117  -0.615
O 0.417679 11.218474 -0.869863  -0.311
C -0.360701 11.874635 -1.927115  -0.759
H 4.115543 4.383554 0.742356  0.254
H 4.552970 5.268685 2.155099  0.321
H 5.071663 5.914734 0.634695  0.309
H 3.617559 8.010214 1.238549  0.333
H 3.406460 7.220943 2.857305  0.418
H 1.820699 8.847252 2.530851  0.432
H 1.089477 7.253947 2.411245  0.368
H 1.161373 7.623789 0.064981  0.303
H 2.569305 8.747232 -0.535191  0.421
H 2.290222 10.155099 0.419046  0.380
H 0.164156 9.432175 -1.751827  0.340
H 1.680927 10.191096 -2.176685  0.368
H -1.142358 11.260046 -2.373665  0.299
H 0.287218 12.055251 -2.784822  0.318
H -0.735091 12.845961 -1.603901  0.267
C -13.493457 -8.447635 6.549672  -0.545
O -13.389923 -8.480502 7.990316  -0.337
C -13.169527 -9.700216 8.694721  -0.836
C -11.814491 -10.416784 8.478878  -0.299
N -10.717411 -9.498754 8.826370  -0.337
C -9.442211 -9.976243 8.313491  -0.999
C -9.329762 -9.624559 6.848971  -0.309
O -9.498954 -8.203421 6.659839  -0.346
C -8.766586 -7.684774 5.597307  -0.792
H -13.637518 -7.385647 6.350838  0.241
H -14.272271 -8.994707 6.018394  0.313
H -12.566904 -8.766523 6.072270  0.156
H -14.027820 -10.366400 8.607324  0.413
H -13.257597 -9.447649 9.751397  0.322
H -11.765466 -10.873792 7.490523  0.279
H -11.900557 -11.224684 9.205496  0.309
H -10.818092 -8.506509 8.666949  0.323
H -9.455276 -11.026459 8.604974  0.382
H -8.800431 -9.446931 9.017789  0.382
H -10.031380 -10.161004 6.210165  0.285
H -8.294200 -9.911286 6.665969  0.515
H -8.852667 -6.602480 5.500679  0.256
H -9.144149 -8.040537 4.638676  0.305
H -7.719950 -7.954346 5.738665  0.319
C -0.379492 4.946639 -4.860018  -0.775
O 0.477123 5.985410 -5.177079  -0.307
C 0.954523 6.038554 -6.473273  -0.533
C -0.057394 6.699349 -7.377459  -0.482
N 0.630952 7.099632 -8.551981  -0.340
C -0.448494 7.601212 -9.433247  -0.392
C 0.041288 7.752929 -10.830185  -0.643
O -0.747435 8.514026 -11.765715  -0.389
C -1.929877 7.946030 -12.239087  -0.784
H -1.323756 4.815611 -5.388489  0.280
H -0.784740 4.867468 -3.851249  0.294
H 0.168459 4.031826 -5.085792  0.337
H 1.171454 5.047788 -6.872544  0.310
H 1.911133 6.554720 -6.392257  0.300
H -0.656230 7.475485 -6.900905  0.337
H -0.805103 5.937464 -7.597817  0.293
H 1.277673 7.861701 -8.406743  0.263
H -0.684957 8.607750 -9.088187  0.337
H -1.312584 6.944186 -9.532132  0.266
H 0.157392 6.727992 -11.182486  0.373
H 1.011978 8.236277 -10.719579  0.323
H -2.085579 8.122843 -13.303315  0.323
H -2.805765 8.394090 -11.769864  0.285
H -2.121631 6.874505 -12.182757  0.325
C -4.498663 -1.669283 -6.946692  -0.767
O -5.075856 -0.497488 -7.670195  -0.314
C -4.323270 0.697781 -7.691160  -0.673
C -5.023326 1.787092 -8.528152  -0.372
N -4.604473 1.912441 -9.920954  -0.239
C -5.588699 2.415131 -10.894644  -0.830
C -6.339428 3.659904 -10.517175  -0.361
O -5.547805 4.815579 -10.275830  -0.316
C -6.316129 5.957248 -9.620281  -0.730
H -4.117452 -1.496864 -5.940194  0.294
H -3.753999 -2.182710 -7.554946  0.299
H -5.195090 -2.504690 -6.874732  0.282
H -3.317520 0.632368 -8.106240  0.333
H -4.230203 1.050422 -6.663989  0.368
H -4.810498 2.732323 -8.028803  0.221
H -6.098896 1.679507 -8.387928  0.245
H -4.062277 1.156320 -10.313910  0.239
H -6.194221 1.558503 -11.190671  0.360
H -5.073690 2.591948 -11.838885  0.399
H -7.015077 3.445771 -9.689081  0.360
H -6.835475 3.930259 -11.449346  0.345
H -7.400560 5.874566 -9.547578  0.345
H -5.950532 6.867103 -10.096297  0.228
H -6.000002 6.026141 -8.579409  0.281
C 6.794005 -2.092407 -4.762102  -0.783
O 7.832415 -2.054986 -3.860651  -0.291
C 9.150344 -2.118674 -4.392712  -0.729
C 10.053208 -2.015786 -3.127904  -0.577
N 10.078106 -3.312724 -2.438101  -0.262
C 11.055816 -3.251570 -1.324047  -0.495
C 10.754133 -4.283539 -0.257272  -0.535
O 9.333687 -4.631504 -0.102819  -0.279
C 9.166088 -5.747643 0.829383  -0.689
H 6.830242 -1.447534 -5.640124  0.336
H 5.939724 -1.629524 -4.268096  0.221
H 6.776755 -3.155549 -5.001954  0.297
H 9.285226 -1.345298 -5.148887  0.466
H 9.276032 -3.149519 -4.723857  0.350
H 9.810204 -1.143390 -2.521299  0.386
H 10.972437 -1.714761 -3.630415  0.372
H 9.158300 -3.703062 -2.290804  0.239
H 11.070936 -2.273639 -0.842876  0.318
H 12.062184 -3.547656 -1.620116  0.167
H 11.098792 -3.759622 0.634264  0.293
H 11.377003 -5.151905 -0.471907  0.396
H 9.708547 -6.566280 0.356437  0.320
H 8.087614 -5.879912 0.916007  0.185
H 9.530768 -5.418133 1.802277  0.296
C 7.171719 4.284591 12.900806  -0.765
O 6.995477 4.342778 11.435778  -0.365
C 6.530828 3.177093 10.828248  -0.290
C 6.496384 3.392031 9.295047  -0.650
N 6.009156 2.178050 8.590178  -0.189
C 4.709860 1.511388 8.910761  -0.530
C 3.459966 2.344534 8.658959  -0.529
O 2.317526 1.456458 8.567584  -0.346
C 1.711434 1.339926 7.207051  -0.727
H 6.266622 3.963794 13.416571  0.295
H 7.425778 5.170775 13.482377  0.291
H 8.042849 3.667836 13.121833  0.301
H 5.576217 2.971829 11.312676  0.293
H 7.240427 2.399728 11.111590  0.262
H 7.517292 3.539962 8.942960  0.357
H 5.956676 4.305053 9.043640  0.246
H 6.542006 1.759294 7.841299  0.218
H 4.613733 1.238220 9.961583  0.203
H 4.603896 0.574774 8.363371  0.411
H 3.552485 3.018873 7.807608  0.375
H 3.239064 2.982777 9.514493  0.258
H 2.351882 0.882323 6.453050  0.299
H 1.059554 2.185182 6.986380  0.306
H 1.011031 0.547123 7.469709  0.275
C 5.634026 -5.282992 -1.754911  -0.387
O 4.492848 -5.488396 -2.523531  -0.558
H 6.396825 -6.033518 -1.962151  0.222
H 5.969871 -4.316552 -2.130825  0.173
H 5.330648 -5.216621 -0.710080  0.244
H 4.721991 -5.445217 -3.454787  0.303

Forces on atoms 1 to 3 (eV/Å):
C -0.750 0.443 0.370
O 1.953 -0.147 -0.943
C 1.893 0.025 1.597

## Properties
* relative energy (zero: lowest compared OMol25 entry of this formula, charge and spin): 612.3 kJ/mol
* energy: -3350.1099 Eh
* Kohn-Sham gap: 8.61 eV
* total charge: 0
* SMILES string: COC[C@H](C)N.COC[C@H](C)N.COCCNCCOC.COCCNCCOC.COCCNCCOC.COCCNCCOC.COCCNCCOC.COCCNCCOC.CO